This record from the OMol25 dataset describes C3H8N2O2 in the gas phase at a distorted geometry. The level of theory is ωB97M-V with the def2-TZVPD basis set.

Last column: Mulliken charge in e.
Element x y z (Å)
N  -2.13  -0.32  -0.54  -0.4658
C  -1.39  -1.36  0.00  0.5249
O  -1.97  -2.47  0.23  -0.6535
N  -0.04  -1.16  0.00  -0.1268
C  0.60  0.09  -0.45  -0.4377
C  1.35  0.81  0.72  -0.3460
O  1.84  2.08  0.09  -0.5188
H  -1.81  0.10  -1.41  0.2086
H  -3.11  -0.51  -0.36  0.2548
H  0.46  -1.77  0.58  0.1995
H  1.29  -0.22  -1.32  0.2334
H  -0.14  0.78  -0.85  0.2301
H  2.14  0.26  1.09  0.3699
H  0.54  1.15  1.50  0.2323
H  2.38  2.56  0.75  0.2951

Its HOMO energy is -9.52 eV. Its charge is 0. Its LUMO energy is 0.7295 eV. The HOMO-LUMO gap comes out at 10.2 eV.

---

This record from the OMol25 dataset describes 3 unconnected molecules or ions with the total composition C3H8N2O2 at a distorted geometry. The level of theory is ωB97M-V with the def2-TZVPD basis set.

Last column: Mulliken charge in e.
Element x y z (Å)
C  0.04  2.04  -0.26  -0.2590
C  -1.06  1.26  0.29  -0.3744
N  -0.42  0.46  1.24  -0.1739
C  0.95  0.83  1.30  -0.2317
N  1.22  1.79  0.36  -0.5738
H  -0.07  2.88  -0.92  0.4325
H  -1.97  1.04  -0.07  0.4366
H  -0.62  -0.63  1.37  0.3469
H  1.50  0.42  2.08  0.4254
O  -1.33  -1.86  0.14  -0.6677
H  -2.12  -2.34  -0.22  0.3139
H  -0.65  -1.91  -0.58  0.3634
O  1.23  -1.65  -1.60  -0.6738
H  1.88  -1.51  -0.97  0.2939
H  1.42  -0.82  -2.16  0.3417

Its HOMO energy is -8.32 eV. Its charge is 0. Its LUMO energy is 0.5917 eV. The HOMO-LUMO gap comes out at 8.9 eV.

---

This record from the OMol25 dataset describes 2 unconnected molecules or ions with the total composition C3H8N2O2 at a distorted geometry. The level of theory is ωB97M-V with the def2-TZVPD basis set.

Last column: Mulliken charge in e.
Element x y z (Å)
C  0.88  -1.32  1.00  -0.2329
C  -1.70  1.23  -0.77  -0.2166
C  -0.88  1.93  -1.58  -0.0629
N  1.68  -2.33  1.11  0.3884
N  2.58  -2.56  2.00  -1.0034
O  -2.33  0.05  -1.04  -0.4580
O  -0.24  3.12  -1.17  -0.5091
H  0.06  -1.37  0.19  0.1900
H  1.00  -0.69  1.82  0.2188
H  -1.84  1.36  0.23  0.3829
H  -0.43  1.70  -2.57  0.2956
H  1.77  -3.12  0.53  0.2535
H  2.77  -1.88  2.74  0.1782
H  -2.67  0.11  -1.91  0.2745
H  -0.66  3.75  -0.56  0.3010

Its HOMO energy (alpha / beta) is -7.70 / -7.70 eV. Its charge is 0. Its LUMO energy (alpha / beta) is 0.7409 / 0.7409 eV. The HOMO-LUMO gap (alpha / beta) comes out at 8.4 / 8.4 eV.

---

This record from the OMol25 dataset describes a molecular structure, C3H8N2O2 at a distorted geometry. The level of theory is ωB97M-V with the def2-TZVPD basis set.

Last column: Mulliken charge in e.
Element x y z (Å)
O  2.99  -1.15  0.36  -0.4356
C  2.75  -0.33  1.26  0.2483
O  1.59  -0.07  1.98  -0.3873
H  3.60  0.23  1.72  0.3368
C  -2.22  -0.13  0.04  -0.7289
N  0.09  1.29  -0.69  -0.6267
C  -0.15  -0.02  -0.98  -0.0119
N  -1.56  -0.42  -1.25  -0.4457
H  -1.68  0.69  0.58  0.3183
H  -2.24  -1.05  0.70  0.2262
H  -3.26  0.26  -0.07  0.3393
H  -0.23  1.03  -1.79  0.2412
H  1.72  0.31  0.96  0.2097
H  0.47  -0.90  -0.87  0.3954
H  -1.88  0.25  -1.95  0.3208

Its HOMO energy is -9.35 eV. Its charge is 0. Its LUMO energy is 0.1087 eV. The HOMO-LUMO gap comes out at 9.5 eV.

---

ΔE to the lowest compared entry with this formula, charge and spin, record by record: 132.8; 204.1; 567.7; 775.6 kJ/mol